(1)
{
  "formula": "C15H27BF6N2O8S2",
  "method": "ωB97M-V with the def2-TZVPD basis set",
  "symbols": ["C", "C", "O", "B", "O", "C", "C", "C", "C", "C", "C", "C", "C", "O", "C", "C", "O", "C", "N", "H", "H", "H", "H", "H", "H", "H", "H", "H", "H", "H", "H", "H", "H", "H", "H", "H", "H", "H", "H", "H", "H", "H", "H", "H", "H", "H", "C", "F", "F", "F", "S", "O", "O", "N", "S", "O", "O", "C", "F", "F", "F"],
  "coordinates": [[-4.407, 1.466, 1.714], [-4.794, 0.820, 0.381], [-3.742, 0.915, -0.594], [-2.703, 0.057, -0.497], [-2.763, -1.252, -0.065], [-1.236, 0.570, -0.888], [-0.930, 0.718, -2.416], [0.273, -0.216, -2.727], [1.625, 0.459, -3.040], [2.638, 0.501, -1.885], [2.453, 1.687, -0.907], [3.349, 2.898, -1.161], [3.199, 3.518, -2.548], [2.018, 4.346, -2.528], [1.171, 4.225, -3.566], [-0.209, 4.709, -3.232], [1.493, 3.803, -4.648], [0.203, -1.219, -1.585], [-0.171, -0.369, -0.409], [-4.751, 0.855, 2.549], [-3.328, 1.603, 1.806], [-4.878, 2.444, 1.819], [-5.658, 1.334, -0.041], [-5.106, -0.216, 0.531], [-2.554, -1.276, 0.896], [-1.146, 1.578, -0.473], [-0.734, 1.746, -2.714], [-1.797, 0.378, -2.985], [-0.041, -0.794, -3.599], [2.071, -0.032, -3.907], [1.407, 1.486, -3.340], [3.637, 0.583, -2.325], [2.650, -0.428, -1.313], [1.398, 1.992, -0.852], [2.705, 1.323, 0.098], [4.401, 2.659, -0.994], [3.065, 3.674, -0.444], [4.056, 4.161, -2.743], [3.119, 2.741, -3.306], [-0.876, 4.422, -4.044], [-0.566, 4.307, -2.285], [-0.199, 5.801, -3.197], [1.060, -1.848, -1.356], [-0.666, -1.862, -1.738], [0.622, 0.234, -0.164], [-0.350, -0.885, 0.458], [1.708, -4.993, 6.297], [2.265, -5.992, 6.978], [0.864, -4.346, 7.105], [2.672, -4.139, 5.935], [0.835, -5.673, 4.826], [-0.191, -6.523, 5.352], [1.857, -6.282, 4.027], [0.312, -4.271, 4.271], [-0.545, -4.220, 2.966], [-1.897, -4.684, 3.062], [0.151, -4.468, 1.734], [-0.717, -2.386, 2.970], [0.457, -1.744, 2.856], [-1.344, -1.896, 4.028], [-1.437, -2.000, 1.857]],
  "homo_ev": -8.85,
  "energy_ha": -2719.6397,
  "gap_ev": 8.3,
  "total_charge": 0
}

(2)
{
  "formula": "C15H27ClNO13P3",
  "method": "ωB97M-V with the def2-TZVPD basis set",
  "symbols": ["N", "P", "O", "O", "C", "C", "C", "C", "C", "C", "C", "O", "C", "O", "O", "C", "Cl", "H", "H", "H", "H", "H", "H", "H", "H", "H", "C", "O", "P", "O", "O", "C", "O", "C", "H", "H", "H", "H", "H", "H", "H", "H", "H", "C", "O", "P", "O", "O", "C", "O", "C", "H", "H", "H", "H", "H", "H", "H", "H", "H"],
  "coordinates": [[0.027, -1.627, 7.098], [0.015, -2.789, 6.079], [1.099, -3.929, 6.538], [-1.394, -3.511, 6.013], [0.435, -2.302, 4.320], [0.544, -0.820, 4.015], [1.651, -0.161, 4.498], [1.840, 1.171, 4.232], [0.907, 1.836, 3.466], [-0.216, 1.190, 2.991], [-0.393, -0.150, 3.272], [-0.545, -3.039, 3.527], [-0.013, -4.294, 3.419], [-0.553, -5.338, 3.233], [1.391, -4.304, 3.638], [1.730, -2.949, 3.682], [1.650, -2.473, 1.904], [0.710, -1.784, 7.830], [1.984, -3.629, 6.298], [-1.767, -3.599, 6.900], [2.377, -0.719, 5.085], [2.731, 1.667, 4.600], [1.116, 2.881, 3.251], [-0.961, 1.685, 2.376], [-1.263, -0.668, 2.879], [2.686, -2.652, 4.101], [2.794, 1.924, -3.402], [2.485, 2.247, -2.034], [2.047, 3.841, -1.702], [2.111, 3.725, -0.208], [0.553, 3.606, -2.261], [-0.279, 2.739, -1.489], [1.799, 5.484, -1.812], [2.805, 6.320, -1.224], [2.995, 0.857, -3.458], [1.948, 2.160, -4.054], [3.679, 2.469, -3.733], [0.108, 2.583, -0.482], [-0.365, 1.775, -1.993], [-1.270, 3.184, -1.419], [3.803, 5.913, -1.380], [2.612, 6.424, -0.158], [2.747, 7.299, -1.698], [-0.852, -0.548, -6.398], [-1.302, -0.585, -5.032], [-2.931, -0.972, -4.768], [-2.884, -0.566, -3.322], [-2.617, -2.547, -5.005], [-1.764, -3.214, -4.081], [-4.551, -1.382, -4.799], [-5.478, -0.344, -4.452], [0.217, -0.347, -6.396], [-1.032, -1.507, -6.891], [-1.359, 0.248, -6.946], [-1.652, -2.661, -3.149], [-0.781, -3.360, -4.534], [-2.199, -4.189, -3.866], [-5.159, 0.622, -4.839], [-5.576, -0.294, -3.370], [-6.443, -0.596, -4.889]],
  "smiles": "N=P(O)(O)[C@]1(c2ccccc2)OC(=O)O[C@H]1Cl.COP(=O)(OC)OC.COP(=O)(OC)OC",
  "homo_ev": -9.24,
  "energy_ha": -3104.8502,
  "gap_ev": 7.3,
  "total_charge": 0
}

(3)
{
  "formula": "C15H27N2O4P2Sm",
  "method": "ωB97M-V with the def2-TZVPD basis set",
  "symbols": ["Sm", "P", "C", "C", "N", "C", "C", "C", "C", "C", "P", "H", "H", "H", "H", "H", "H", "H", "H", "O", "H", "H", "O", "H", "C", "H", "H", "H", "C", "H", "H", "H", "C", "H", "H", "H", "C", "H", "H", "H", "O", "C", "C", "C", "C", "O", "N", "H", "H", "H", "H"],
  "coordinates": [[-0.105, 0.177, 0.333], [-2.625, -0.590, 0.631], [-2.561, -2.101, -0.471], [-1.773, -1.911, -1.769], [-0.769, -0.985, -1.801], [-0.033, -0.860, -2.947], [-0.303, -1.632, -4.068], [-1.323, -2.580, -4.044], [-2.057, -2.712, -2.867], [1.076, 0.195, -3.010], [1.851, 0.634, -1.366], [-2.869, -3.451, -2.772], [0.311, -1.466, -4.971], [-1.544, -3.205, -4.929], [1.927, -0.118, -3.647], [0.664, 1.161, -3.374], [-2.077, -2.885, 0.166], [-3.626, -2.348, -0.659], [2.042, -3.458, 2.187], [1.507, -4.268, 2.196], [2.115, -4.972, 1.887], [4.324, -0.173, 2.063], [4.823, -0.925, 2.421], [5.576, -0.515, 2.897], [3.203, -0.577, -1.128], [3.930, -0.483, -1.962], [3.695, -0.416, -0.145], [2.769, -1.594, -1.095], [2.594, 2.279, -1.515], [3.047, 2.560, -0.545], [3.353, 2.294, -2.322], [1.791, 3.013, -1.712], [-3.985, 0.446, 0.003], [-4.943, -0.117, 0.038], [-4.032, 1.377, 0.603], [-3.745, 0.754, -1.031], [-3.063, -1.174, 2.298], [-3.081, -0.311, 2.990], [-4.043, -1.690, 2.293], [-2.265, -1.850, 2.659], [1.391, 0.894, 2.966], [0.714, 1.930, 2.738], [0.540, 3.255, 3.458], [-0.434, 4.046, 2.581], [-0.765, 3.121, 1.413], [-1.482, 3.208, 0.410], [-0.060, 1.962, 1.611], [0.143, 3.064, 4.462], [1.520, 3.738, 3.542], [-1.361, 4.292, 3.112], [0.019, 4.964, 2.190]],
  "relative_energy_kcal_mol": 9.8,
  "homo_ev": [-15.57, -15.57],
  "energy_ha": -2338.4308,
  "spin_multiplicity": 6,
  "s_squared": 8.769,
  "gap_ev": [8.2, 9.1],
  "total_charge": 2
}

Please write out number 1 again, unchanged.
{
  "formula": "C15H27BF6N2O8S2",
  "method": "ωB97M-V with the def2-TZVPD basis set",
  "symbols": ["C", "C", "O", "B", "O", "C", "C", "C", "C", "C", "C", "C", "C", "O", "C", "C", "O", "C", "N", "H", "H", "H", "H", "H", "H", "H", "H", "H", "H", "H", "H", "H", "H", "H", "H", "H", "H", "H", "H", "H", "H", "H", "H", "H", "H", "H", "C", "F", "F", "F", "S", "O", "O", "N", "S", "O", "O", "C", "F", "F", "F"],
  "coordinates": [[-4.407, 1.466, 1.714], [-4.794, 0.820, 0.381], [-3.742, 0.915, -0.594], [-2.703, 0.057, -0.497], [-2.763, -1.252, -0.065], [-1.236, 0.570, -0.888], [-0.930, 0.718, -2.416], [0.273, -0.216, -2.727], [1.625, 0.459, -3.040], [2.638, 0.501, -1.885], [2.453, 1.687, -0.907], [3.349, 2.898, -1.161], [3.199, 3.518, -2.548], [2.018, 4.346, -2.528], [1.171, 4.225, -3.566], [-0.209, 4.709, -3.232], [1.493, 3.803, -4.648], [0.203, -1.219, -1.585], [-0.171, -0.369, -0.409], [-4.751, 0.855, 2.549], [-3.328, 1.603, 1.806], [-4.878, 2.444, 1.819], [-5.658, 1.334, -0.041], [-5.106, -0.216, 0.531], [-2.554, -1.276, 0.896], [-1.146, 1.578, -0.473], [-0.734, 1.746, -2.714], [-1.797, 0.378, -2.985], [-0.041, -0.794, -3.599], [2.071, -0.032, -3.907], [1.407, 1.486, -3.340], [3.637, 0.583, -2.325], [2.650, -0.428, -1.313], [1.398, 1.992, -0.852], [2.705, 1.323, 0.098], [4.401, 2.659, -0.994], [3.065, 3.674, -0.444], [4.056, 4.161, -2.743], [3.119, 2.741, -3.306], [-0.876, 4.422, -4.044], [-0.566, 4.307, -2.285], [-0.199, 5.801, -3.197], [1.060, -1.848, -1.356], [-0.666, -1.862, -1.738], [0.622, 0.234, -0.164], [-0.350, -0.885, 0.458], [1.708, -4.993, 6.297], [2.265, -5.992, 6.978], [0.864, -4.346, 7.105], [2.672, -4.139, 5.935], [0.835, -5.673, 4.826], [-0.191, -6.523, 5.352], [1.857, -6.282, 4.027], [0.312, -4.271, 4.271], [-0.545, -4.220, 2.966], [-1.897, -4.684, 3.062], [0.151, -4.468, 1.734], [-0.717, -2.386, 2.970], [0.457, -1.744, 2.856], [-1.344, -1.896, 4.028], [-1.437, -2.000, 1.857]],
  "homo_ev": -8.85,
  "energy_ha": -2719.6397,
  "gap_ev": 8.3,
  "total_charge": 0
}

What did the first record say?
{
  "formula": "C15H27BF6N2O8S2",
  "method": "ωB97M-V with the def2-TZVPD basis set",
  "symbols": ["C", "C", "O", "B", "O", "C", "C", "C", "C", "C", "C", "C", "C", "O", "C", "C", "O", "C", "N", "H", "H", "H", "H", "H", "H", "H", "H", "H", "H", "H", "H", "H", "H", "H", "H", "H", "H", "H", "H", "H", "H", "H", "H", "H", "H", "H", "C", "F", "F", "F", "S", "O", "O", "N", "S", "O", "O", "C", "F", "F", "F"],
  "coordinates": [[-4.407, 1.466, 1.714], [-4.794, 0.820, 0.381], [-3.742, 0.915, -0.594], [-2.703, 0.057, -0.497], [-2.763, -1.252, -0.065], [-1.236, 0.570, -0.888], [-0.930, 0.718, -2.416], [0.273, -0.216, -2.727], [1.625, 0.459, -3.040], [2.638, 0.501, -1.885], [2.453, 1.687, -0.907], [3.349, 2.898, -1.161], [3.199, 3.518, -2.548], [2.018, 4.346, -2.528], [1.171, 4.225, -3.566], [-0.209, 4.709, -3.232], [1.493, 3.803, -4.648], [0.203, -1.219, -1.585], [-0.171, -0.369, -0.409], [-4.751, 0.855, 2.549], [-3.328, 1.603, 1.806], [-4.878, 2.444, 1.819], [-5.658, 1.334, -0.041], [-5.106, -0.216, 0.531], [-2.554, -1.276, 0.896], [-1.146, 1.578, -0.473], [-0.734, 1.746, -2.714], [-1.797, 0.378, -2.985], [-0.041, -0.794, -3.599], [2.071, -0.032, -3.907], [1.407, 1.486, -3.340], [3.637, 0.583, -2.325], [2.650, -0.428, -1.313], [1.398, 1.992, -0.852], [2.705, 1.323, 0.098], [4.401, 2.659, -0.994], [3.065, 3.674, -0.444], [4.056, 4.161, -2.743], [3.119, 2.741, -3.306], [-0.876, 4.422, -4.044], [-0.566, 4.307, -2.285], [-0.199, 5.801, -3.197], [1.060, -1.848, -1.356], [-0.666, -1.862, -1.738], [0.622, 0.234, -0.164], [-0.350, -0.885, 0.458], [1.708, -4.993, 6.297], [2.265, -5.992, 6.978], [0.864, -4.346, 7.105], [2.672, -4.139, 5.935], [0.835, -5.673, 4.826], [-0.191, -6.523, 5.352], [1.857, -6.282, 4.027], [0.312, -4.271, 4.271], [-0.545, -4.220, 2.966], [-1.897, -4.684, 3.062], [0.151, -4.468, 1.734], [-0.717, -2.386, 2.970], [0.457, -1.744, 2.856], [-1.344, -1.896, 4.028], [-1.437, -2.000, 1.857]],
  "homo_ev": -8.85,
  "energy_ha": -2719.6397,
  "gap_ev": 8.3,
  "total_charge": 0
}